P | Computed, not measured: a single CH5NO2Si molecule, with ωB97M-V with the def2-TZVPD basis set.

Summary:
- E_HOMO (spin up / spin down) (eV) = -9.533 / -7.788
- molecular weight (g/mol) = 91.14

XYZ file:
```
10
CH5NO2Si | the OMol25 dataset | ωB97M-V with the def2-TZVPD basis set
C -1.68141 0.86201 -0.53614
N 2.12086 -0.12880 0.31108
O 0.97753 -0.74263 0.72044
O 2.05673 0.56077 -0.69701
Si -0.72639 -0.51151 0.16892
H -2.44517 0.61254 -1.20663
H -1.41462 1.89812 -0.54329
H 2.84383 -0.06703 1.03242
H -0.79929 -0.87808 1.66400
H -0.93205 -1.60539 -0.91379
```

Mulliken atomic charge list, values in e, 8 entries:
1 C -0.770
2 N 0.349
3 O -0.302
4 O -0.553
5 Si 0.509
6 H 0.336
7 H 0.336
8 H 0.258

***

Q | Computed, not measured: a single CH5NO2Si molecule, with ωB97M-V with the def2-TZVPD basis set.

Summary:
- E_HOMO (eV) = -10.884
- molecular weight (g/mol) = 91.14
- SMILES = O=[N+]([O-])C[SiH3]

XYZ file:
```
10
CH5NO2Si | the OMol25 dataset | ωB97M-V with the def2-TZVPD basis set
O 2.03758 -0.84468 -0.85268
N 1.42561 -0.07392 -0.15939
O 1.77383 0.31938 0.96033
C 0.10631 0.26784 -0.66217
Si -1.23478 -0.17976 0.62351
H -0.05167 1.31834 -0.72764
H 0.16453 -0.20765 -1.85606
H -1.10335 -1.63508 0.65361
H -0.79702 0.48779 1.74544
H -2.32103 0.54774 0.27505
```

Mulliken atomic charge list, values in e, 8 entries:
1 O -0.537
2 N 0.842
3 O -0.533
4 C -0.532
5 Si 0.493
6 H 0.232
7 H 0.345
8 H -0.092

***

Energies, relative to the best one, in kJ/mol: P 120.3; Q 0.0.

***

P | Computed, not measured: a single C5H6F2 molecule, with ωB97M-V with the def2-TZVPD basis set.

Summary:
- E_HOMO (eV) = -10.382
- molecular weight (g/mol) = 104.10
- SMILES = C=C1[C@@H](C)C1(F)F

XYZ file:
```
13
C5H6F2 | the OMol25 dataset | ωB97M-V with the def2-TZVPD basis set
C -0.27825 1.61810 -1.26994
C -0.58324 0.59522 -0.48959
C 0.21374 -0.68631 -0.19903
C 1.28914 -0.64665 0.87759
C -1.25833 -0.41248 0.24040
F -2.35070 -1.08750 -0.15454
F -1.46419 -0.06551 1.59773
H -0.97355 2.41600 -1.39863
H 0.62377 1.71585 -1.77197
H 0.25737 -1.41245 -0.90478
H 1.28237 0.14250 1.51255
H 2.20191 -0.59231 0.40242
H 1.03998 -1.58444 1.55778
```

Mulliken atomic charge list, values in e, 8 entries:
1 C -0.803
2 C 0.071
3 C -0.463
4 C -1.239
5 C 0.876
6 F -0.277
7 F -0.288
8 H 0.271

***

Q | Computed, not measured: a single C5H6F2 molecule, with ωB97M-V with the def2-TZVPD basis set.

Summary:
- E_HOMO (eV) = -8.783
- molecular weight (g/mol) = 104.10
- SMILES = FCC(F)=C1CC1

XYZ file:
```
13
C5H6F2 | the OMol25 dataset | ωB97M-V with the def2-TZVPD basis set
F -1.52595 1.62324 -0.28151
C -2.10860 0.36682 -0.08372
C -0.93660 -0.64649 -0.27024
F -1.19382 -1.84398 -0.74876
C 0.41055 -0.35409 0.08876
C 1.87270 -0.62723 -0.05808
C 1.37816 0.68747 0.45138
H -2.89194 0.08988 -0.78413
H -2.58756 0.23370 0.89315
H 2.28389 -1.16398 0.69408
H 2.30085 -0.84589 -1.10258
H 1.30800 1.60973 -0.23135
H 1.69031 0.87081 1.43300
```

Mulliken atomic charge list, values in e, 8 entries:
1 F -0.270
2 C -0.327
3 C 0.231
4 F -0.278
5 C 0.113
6 C -0.511
7 C -0.391
8 H 0.310

***

Energies, relative to the best one, in kJ/mol: P 0.0; Q 7.4.

***

P | Computed, not measured: a single Cl2H2O2P2 molecule, with ωB97M-V with the def2-TZVPD basis set.

Summary:
- E_HOMO (eV) = -10.945
- molecular weight (g/mol) = 166.87
- SMILES = O=P(Cl)(Cl)OP

XYZ file:
```
8
Cl2H2O2P2 | the OMol25 dataset | ωB97M-V with the def2-TZVPD basis set
O -0.90779 -0.53871 1.33928
P -1.09135 -0.11899 -0.09707
Cl -1.87827 -1.56504 -1.19752
Cl -2.31586 1.49251 -0.31392
O 0.18781 0.42884 -0.84460
P 1.79217 -0.42900 0.26670
H 1.63028 0.39479 1.39372
H 2.58300 0.33560 -0.54658
```

Atom-resolved charges from Mulliken, all expressed in e:
1 O -0.578
2 P 0.995
3 Cl -0.167
4 Cl -0.206
5 O -0.473
6 P 0.242
7 H 0.112
8 H 0.075

***

Q | Computed, not measured: a single Cl2H2O2P2 molecule, with ωB97M-V with the def2-TZVPD basis set.

Summary:
- E_HOMO (eV) = -10.608
- molecular weight (g/mol) = 166.87
- SMILES = O=P(Cl)(Cl)OP

XYZ file:
```
8
Cl2H2O2P2 | the OMol25 dataset | ωB97M-V with the def2-TZVPD basis set
O 0.58072 0.72926 1.69385
P 0.97889 0.34425 0.38333
Cl 2.38385 1.49236 -0.45246
Cl 1.81897 -1.71513 0.32578
O -0.12086 0.21128 -0.72775
P -1.53125 -0.79932 -0.67182
H -2.14234 0.36975 -1.22186
H -1.96799 -0.63245 0.67094
```

Atom-resolved charges from Mulliken, all expressed in e:
1 O -0.494
2 P 0.895
3 Cl -0.141
4 Cl -0.261
5 O -0.216
6 P 0.042
7 H 0.085
8 H 0.091

***

Energies, relative to the best one, in kJ/mol: P 54.2; Q 0.0.

***

P | Computed, not measured: a single C4H6O2S2 molecule, with ωB97M-V with the def2-TZVPD basis set.

Summary:
- E_HOMO (spin up / spin down) (eV) = -9.466 / -9.467
- molecular weight (g/mol) = 150.22

XYZ file:
```
14
C4H6O2S2 | the OMol25 dataset | ωB97M-V with the def2-TZVPD basis set
C -1.49437 -0.10489 0.03288
C -0.24137 0.62167 0.32291
C 1.79413 -0.75491 0.01582
C 1.03099 0.49430 -0.51050
O -3.17791 -2.02702 -0.33776
O -2.60817 2.20900 0.57558
S -1.86681 -1.72539 0.19999
S -1.71033 1.58524 -0.41645
H 0.08178 0.91467 1.40609
H 1.53234 -0.92652 1.15929
H 2.86937 -0.64099 -0.08241
H 1.67069 -1.67841 -0.50488
H 0.71543 0.52368 -1.61276
H 1.40421 1.50957 -0.24781
```

Mulliken atomic charge list, values in e, 8 entries:
1 C -0.011
2 C -0.413
3 C -1.050
4 C -0.084
5 O -0.481
6 O -0.547
7 S 0.342
8 S 0.345

***

Q | Computed, not measured: a single C4H6O2S2 molecule, with ωB97M-V with the def2-TZVPD basis set.

Summary:
- E_HOMO (eV) = -9.566
- molecular weight (g/mol) = 150.22

XYZ file:
```
14
C4H6O2S2 | the OMol25 dataset | ωB97M-V with the def2-TZVPD basis set
C 1.34729 0.16765 -0.08706
C 0.30930 -0.68660 0.40115
C -1.70905 0.80563 -0.05018
C -1.08145 -0.59727 -0.36569
O 3.17749 2.01849 -0.25034
O 2.64126 -2.12400 0.53803
S 1.83175 1.69204 0.27448
S 1.64763 -1.61841 -0.38709
H 0.25884 -0.85103 1.41018
H -2.01508 0.86247 0.94512
H -2.49651 0.78877 -0.75102
H -0.96214 1.51077 -0.40783
H -1.22108 -0.74424 -1.43671
H -1.72825 -1.22428 0.16696
```

Mulliken atomic charge list, values in e, 8 entries:
1 C -0.161
2 C -0.042
3 C -1.071
4 C -0.610
5 O -0.507
6 O -0.526
7 S 0.344
8 S 0.351

***

Energies, relative to the best one, in kJ/mol: P 9.6; Q 0.0.

***

P | Computed, not measured: a 2-piece molecular cluster, C3H11N2S overall, with ωB97M-V with the def2-TZVPD basis set.

Summary:
- E_HOMO (eV) = -2.385
- molecular weight (g/mol) = 107.20
- total charge = -1

XYZ file:
```
17
C3H11N2S | the OMol25 dataset | ωB97M-V with the def2-TZVPD basis set
C -0.94157 -0.15010 1.74237
N -0.21246 1.09841 1.72329
C -0.64226 2.01948 0.70683
N -0.09077 1.70662 -0.58499
H -0.65521 -0.74375 2.60944
H -2.03434 0.00716 1.77549
H -0.72483 -0.71204 0.83562
H -0.19953 1.56935 2.60565
H -0.30257 3.01466 1.02148
H -1.75798 2.05281 0.69109
H -0.01651 0.71181 -0.87704
H -0.49855 2.23307 -1.33362
C 1.75709 -1.76152 -0.91627
S 0.11849 -1.45339 -1.63753
H 2.00691 -1.13174 -0.05349
H 1.83479 -2.79450 -0.57320
H 2.53301 -1.59037 -1.66285
```

Mulliken atomic charge list, values in e, 8 entries:
1 C -0.734
2 N -0.368
3 C -0.332
4 N -0.538
5 H 0.306
6 H 0.284
7 H 0.156
8 H 0.218

***

Q | Computed, not measured: a 2-piece molecular cluster, C3H11N2S overall, with ωB97M-V with the def2-TZVPD basis set.

Summary:
- E_HOMO (eV) = -2.443
- molecular weight (g/mol) = 107.20
- total charge = -1

XYZ file:
```
17
C3H11N2S | the OMol25 dataset | ωB97M-V with the def2-TZVPD basis set
C 1.07005 -0.51193 1.88963
N 1.66411 0.75646 1.46894
C 0.75120 1.59135 0.66759
N 0.85141 1.37016 -0.74761
H 1.78550 -1.14049 2.42911
H 0.21419 -0.36475 2.55814
H 0.73032 -1.05849 1.01255
H 2.05878 1.23671 2.26387
H 0.99930 2.62518 0.95091
H -0.28740 1.44330 0.99173
H 1.80892 1.15532 -0.98391
H 0.20732 0.61395 -1.04083
C -2.45793 -1.56434 -2.38444
S -1.20241 -1.26302 -1.10596
H -3.39023 -1.92266 -1.93452
H -2.70220 -0.65479 -2.93465
H -2.10092 -2.31195 -3.10056
```

Mulliken atomic charge list, values in e, 8 entries:
1 C -0.721
2 N -0.424
3 C -0.447
4 N -0.578
5 H 0.308
6 H 0.270
7 H 0.177
8 H 0.225

***

Energies, relative to the best one, in kJ/mol: P 19.7; Q 0.0.

***

P | Computed, not measured: a 2-piece molecular cluster, C3H12N4O overall, with ωB97M-V with the def2-TZVPD basis set.

Summary:
- E_HOMO (eV) = -9.181
- molecular weight (g/mol) = 120.16
- SMILES = N=C(N)N.NCCO

XYZ file:
```
20
C3H12N4O | the OMol25 dataset | ωB97M-V with the def2-TZVPD basis set
N -1.34850 2.16779 0.23803
C -1.02436 1.50404 1.29147
N 0.13535 1.63199 2.02326
N -1.84404 0.49090 1.74381
H -0.81557 3.03979 0.20682
H 0.91003 2.07524 1.56341
H 0.42421 0.81793 2.53609
H -1.94381 0.39065 2.73902
H -2.74548 0.48570 1.31183
N 1.91064 -2.11855 -0.61946
C 1.22336 -1.37704 -1.67703
C -0.06725 -0.77436 -1.11074
O -0.49922 0.28834 -1.93126
H 2.84041 -2.36674 -0.94260
H 1.44715 -2.98177 -0.36162
H 1.02056 -1.90206 -2.61182
H 1.83608 -0.49736 -1.87621
H 0.14548 -0.42598 -0.09884
H -0.87190 -1.51376 -1.03235
H -0.73315 1.06525 -1.39180
```

Mulliken atomic charge list, values in e, 8 entries:
1 N -0.822
2 C 0.741
3 N -0.577
4 N -0.452
5 H 0.192
6 H 0.220
7 H 0.248
8 H 0.206

***

Q | Computed, not measured: a 2-piece molecular cluster, C3H12N4O overall, with ωB97M-V with the def2-TZVPD basis set.

Summary:
- E_HOMO (spin up / spin down) (eV) = -8.129 / -7.331
- molecular weight (g/mol) = 120.16

XYZ file:
```
20
C3H12N4O | the OMol25 dataset | ωB97M-V with the def2-TZVPD basis set
C 0.77602 -1.99326 1.24973
N 0.92721 -0.67386 1.76593
N 0.14406 0.82892 0.11035
N 1.10701 1.59646 -0.55017
O 2.24006 -0.33026 1.53076
H 2.30343 0.59609 1.80580
H -0.27023 1.35773 0.86957
H 1.61952 0.99963 -1.18909
H 0.72893 2.39665 -1.05987
H 0.77329 -2.02600 0.07801
H 1.57272 -2.63332 1.64929
H -0.20331 -2.34771 1.55381
C -1.56030 0.77915 -1.67101
C -0.86066 -0.04790 -0.56862
N -1.72260 -0.62792 0.33262
H -2.12045 0.08490 0.94904
H -0.22338 -0.92264 -1.05990
H -2.29996 0.16737 -2.18249
H -2.09694 1.62007 -1.22415
H -0.83442 1.17590 -2.38962
```

Mulliken atomic charge list, values in e, 8 entries:
1 C -0.605
2 N -0.191
3 N 0.116
4 N -0.739
5 O -0.365
6 H 0.340
7 H 0.273
8 H 0.236

***

Energies, relative to the best one, in kJ/mol: P 0.0; Q 625.1.